[1]
Density functional theory data (wB97M-V/def2-TZVPD) for C46H41N6O2PPdS2 as an isolated structure at a distorted geometry.

Last column: natural (NBO) charge in e.
Cartesian coordinates (Å):
1 Pd -0.53696 1.20066 -0.74891  1.118
2 C -3.72396 2.42506 -5.22981  -0.411
3 N -3.40546 1.83396 -3.95911  -0.304
4 C -4.20386 1.03956 -3.20631  -0.056
5 C -3.50396 0.73626 -2.06711  -0.034
6 N -2.29386 1.32686 -2.13671  -0.503
7 C -2.24396 1.99546 -3.28251  0.063
8 P -0.95496 3.19896 -3.77671  0.770
9 C -0.92206 4.07056 -2.15891  0.071
10 N -0.77946 3.52296 -0.95751  -0.496
11 C -0.87686 4.52146 -0.05291  -0.068
12 C -1.07286 5.70326 -0.71761  -0.050
13 N -1.09786 5.40846 -2.03961  -0.309
14 C -1.24816 6.35676 -3.10851  -0.411
15 C 0.55864 2.19406 -3.49931  0.081
16 N 0.97464 1.60766 -2.37991  -0.520
17 C 2.25644 1.22636 -2.59711  -0.064
18 C 2.61654 1.56316 -3.87331  -0.053
19 N 1.54124 2.16906 -4.43201  -0.306
20 C 1.45644 2.68276 -5.77251  -0.412
21 H -4.64696 2.00086 -5.61791  0.242
22 H -3.85486 3.50266 -5.12171  0.221
23 H -2.92236 2.23656 -5.94411  0.223
24 H -5.18836 0.74726 -3.51261  0.242
25 H -3.79956 0.13316 -1.23221  0.249
26 H -0.83626 4.34356 1.00479  0.233
27 H -1.18416 6.70496 -0.35171  0.241
28 H -1.28846 7.36046 -2.69081  0.241
29 H -0.39996 6.28966 -3.79061  0.222
30 H -2.16636 6.17346 -3.66721  0.223
31 H 2.86394 0.78516 -1.83341  0.226
32 H 3.52454 1.40096 -4.41601  0.241
33 H 2.28094 2.28976 -6.36161  0.239
34 H 0.51854 2.37506 -6.23301  0.226
35 H 1.51724 3.77166 -5.77681  0.226
36 C -1.56626 0.92416 7.74539  -0.640
37 C -1.50536 0.75246 6.26519  0.027
38 C -2.11576 -0.33114 5.63969  -0.158
39 C -2.10526 -0.44714 4.26379  -0.190
40 C -1.46826 0.51886 3.50129  -0.298
41 C -0.82366 1.58686 4.10149  -0.178
42 C -0.84576 1.69576 5.47819  -0.201
43 S -1.52676 0.29716 1.71819  1.295
44 O -1.82046 1.63206 1.11949  -0.968
45 C 0.27714 0.15666 1.51289  -0.289
46 C 1.08524 1.27026 1.16899  -0.342
47 C 2.44384 1.06846 1.01579  -0.150
48 C 3.02894 -0.20174 1.21339  0.003
49 C 4.42334 -0.40864 1.12299  -0.195
50 C 4.95514 -1.65924 1.27809  -0.188
51 C 4.12234 -2.76814 1.49999  -0.153
52 C 2.76904 -2.60644 1.61139  -0.200
53 C 2.19654 -1.32294 1.50109  -0.072
54 C 0.80084 -1.10964 1.61819  0.060
55 C -0.15876 -2.21954 1.75519  -0.142
56 C -0.28356 -2.97974 2.94279  0.020
57 C 0.51874 -2.73004 4.07579  -0.211
58 C 0.36854 -3.47764 5.20879  -0.184
59 C -0.59696 -4.49364 5.26649  -0.186
60 C -1.41366 -4.73604 4.19679  -0.168
61 C -1.27846 -3.99384 3.00479  -0.080
62 C -2.11296 -4.21344 1.88759  -0.135
63 C -1.98196 -3.46344 0.74959  -0.245
64 C -1.00046 -2.46874 0.69559  -0.127
65 S -0.96686 -1.36804 -0.76771  1.301
66 O -2.23546 -1.60674 -1.44141  -0.963
67 C 0.28744 -2.17664 -1.77191  -0.219
68 C -0.04236 -3.13144 -2.71511  -0.196
69 C 0.95944 -3.66964 -3.50321  -0.194
70 C 2.28404 -3.26954 -3.34961  0.011
71 C 3.37074 -3.85094 -4.19071  -0.637
72 C 2.58674 -2.28674 -2.40971  -0.163
73 C 1.58974 -1.73184 -1.63551  -0.247
74 H -2.43386 0.41766 8.15769  0.231
75 H -1.61586 1.97976 7.99989  0.232
76 H -0.67536 0.50976 8.21649  0.237
77 H -2.61446 -1.08434 6.22919  0.222
78 H -2.59706 -1.27404 3.77419  0.227
79 H -0.32896 2.33716 3.50329  0.219
80 H -0.35036 2.52986 5.95329  0.228
81 H 0.68054 2.28436 1.21489  0.262
82 H 3.08314 1.90266 0.76319  0.234
83 H 5.06574 0.43716 0.93559  0.225
84 H 6.02264 -1.80814 1.23419  0.237
85 H 4.55324 -3.75324 1.58509  0.235
86 H 2.12634 -3.45514 1.78449  0.236
87 H 1.25264 -1.94064 4.03709  0.219
88 H 0.99384 -3.29054 6.06679  0.230
89 H -0.69176 -5.07934 6.16609  0.233
90 H -2.16956 -5.50354 4.25109  0.228
91 H -2.86926 -4.98084 1.94279  0.233
92 H -2.62466 -3.60884 -0.10511  0.253
93 H -1.07316 -3.42394 -2.83681  0.244
94 H 0.70784 -4.40684 -4.25121  0.230
95 H 3.06554 -4.79714 -4.62701  0.232
96 H 4.26814 -4.00724 -3.59541  0.229
97 H 3.62514 -3.16784 -5.00121  0.231
98 H 3.60754 -1.94954 -2.29991  0.212
99 H 1.81524 -0.94604 -0.93121  0.203

* LUMO energy (alpha / beta): -4.842 / -6.365 eV
* multiplicity: 3
* Kohn-Sham gap (alpha / beta): 7.781 / 6.257 eV
* charge: +2

***

[2]
Density functional theory data (wB97M-V/def2-TZVPD) for C46H42AsN3O5PRh as an isolated structure at a distorted geometry.

Last column: Mulliken charge in e.
Cartesian coordinates (Å):
1 Rh -0.52109 2.07689 -0.12767  0.014
2 C -3.31859 5.63769 -1.18107  -0.996
3 C -4.56339 5.02899 -1.19197  -0.563
4 C -4.63499 3.66159 -0.99187  -1.059
5 C -3.46349 2.94709 -0.75857  0.604
6 N -2.26479 3.54539 -0.75877  0.674
7 C -2.19169 4.85149 -0.97747  -0.553
8 C -3.50219 1.52639 -0.40297  1.083
9 C -4.50559 0.67749 -0.86457  -0.719
10 C -4.56529 -0.61871 -0.39427  -0.967
11 C -3.65629 -1.01001 0.58173  -0.359
12 C -2.66759 -0.12031 0.95963  -0.538
13 N -2.55129 1.10339 0.44793  -0.107
14 H -3.22109 6.70139 -1.32087  0.491
15 H -5.46649 5.59419 -1.36147  0.473
16 H -5.58669 3.15789 -0.98687  0.512
17 H -1.20389 5.29449 -0.99527  0.559
18 H -5.21029 1.02479 -1.60117  0.441
19 H -5.32029 -1.29491 -0.76267  0.492
20 H -3.72029 -1.98611 1.03633  0.203
21 H -1.93229 -0.37611 1.71063  0.753
22 C 3.68781 2.36219 0.11553  -1.585
23 C 2.89391 1.53389 1.07983  0.287
24 N 3.57041 1.12979 2.16623  -0.155
25 O 1.72001 1.20359 0.92103  0.114
26 H 4.43511 1.73229 -0.36827  0.417
27 H 4.21001 3.16329 0.63343  0.515
28 H 3.02811 2.77699 -0.64047  0.138
29 H 4.52051 1.40929 2.34313  0.238
30 H 3.11851 0.51769 2.82673  0.240
31 O 1.11381 5.96409 0.05683  -0.627
32 C 0.99241 4.79059 0.32993  0.093
33 O 0.64771 3.84079 -0.42707  -0.621
34 C 1.31921 4.34809 1.76643  0.666
35 C 2.36591 4.98219 2.42263  -0.742
36 C 2.76121 4.57309 3.69173  -0.936
37 C 2.07501 3.51529 4.25223  0.934
38 O 2.26081 2.90399 5.44433  -0.465
39 C 1.27951 1.89649 5.54763  -0.380
40 O 0.51681 1.88339 4.35543  -0.564
41 C 1.00091 2.89409 3.58793  0.981
42 C 0.58621 3.31969 2.35063  -1.165
43 H 2.85611 5.80679 1.92893  0.542
44 H 3.56061 5.06259 4.22273  0.491
45 H 0.62821 2.09409 6.41423  0.282
46 H 1.76771 0.91779 5.68123  0.309
47 H -0.28279 2.85169 1.86193  0.599
48 C 0.08881 -1.73951 -0.02857  -0.665
49 C 0.98141 -1.71751 1.19443  -1.245
50 As 1.28971 -3.56291 1.94723  0.120
51 C -0.52459 -4.27361 1.96203  0.076
52 C -0.80479 -5.54681 1.46923  -0.426
53 C -2.11249 -5.99761 1.41923  -0.640
54 C -3.13789 -5.21771 1.93383  -0.504
55 C -2.85159 -3.99041 2.51723  -0.634
56 C -1.55139 -3.52021 2.53183  -0.226
57 C 2.11581 -4.36661 0.36173  0.208
58 C 3.50371 -4.47151 0.33263  -0.617
59 C 4.14921 -4.92371 -0.80617  -0.639
60 C 3.40911 -5.26971 -1.92637  -0.652
61 C 2.02651 -5.18361 -1.89637  -0.766
62 C 1.37621 -4.74871 -0.75467  0.082
63 P 0.01051 -0.11291 -0.92437  1.001
64 C 1.53291 -0.01051 -1.90587  2.152
65 C 2.44711 -1.04221 -2.08467  -0.006
66 C 3.51621 -0.86931 -2.94887  -0.738
67 C 3.67331 0.31889 -3.64437  -0.806
68 C 2.78371 1.36389 -3.43807  -0.707
69 C 1.72811 1.20369 -2.56347  -1.040
70 C -1.25479 -0.40301 -2.21407  1.403
71 C -1.75389 -1.64931 -2.57477  -0.669
72 C -2.76869 -1.74511 -3.51317  -0.735
73 C -3.29809 -0.60221 -4.09217  -0.812
74 C -2.79189 0.64309 -3.75137  -0.790
75 C -1.77359 0.74079 -2.82417  -0.385
76 H -0.93509 -2.00771 0.24503  0.461
77 H 0.45571 -2.46361 -0.76237  0.236
78 H 0.56891 -1.07021 1.97103  0.574
79 H 1.96951 -1.33051 0.93933  0.437
80 H 0.00071 -6.18141 1.11643  0.565
81 H -2.32829 -6.96501 0.99203  0.461
82 H -4.15589 -5.57561 1.91013  0.445
83 H -3.64209 -3.41441 2.97753  0.518
84 H -1.32119 -2.56721 2.99813  0.480
85 H 4.07921 -4.20901 1.21543  0.439
86 H 5.22491 -5.01631 -0.81227  0.461
87 H 3.90431 -5.62081 -2.81827  0.451
88 H 1.44691 -5.46371 -2.76307  0.447
89 H 0.29281 -4.71321 -0.73307  0.534
90 H 2.33721 -1.98781 -1.57427  -0.071
91 H 4.21801 -1.67771 -3.09187  0.552
92 H 4.49121 0.44119 -4.33737  0.440
93 H 2.91371 2.29649 -3.96497  0.493
94 H 1.04241 2.02679 -2.38057  0.313
95 H -1.34879 -2.55351 -2.14387  0.499
96 H -3.13759 -2.72121 -3.79367  0.504
97 H -4.09779 -0.68091 -4.81137  0.450
98 H -3.19249 1.53509 -4.20807  0.531
99 H -1.36149 1.71809 -2.57167  0.400

* LUMO energy (alpha / beta): -8.433 / -8.404 eV
* multiplicity: 1
* Kohn-Sham gap (alpha / beta): 3.931 / 3.965 eV
* charge: +2

***

M values (in g/mol) by entry order: 911.4 925.7.